[1]
{
  "formula": "C72H184N12O26",
  "method": "the ωB97M-V functional and the def2-TZVPD basis",
  "fmax_ev_per_a": 4.01,
  "orbital_gap_ev": 8.33,
  "de_lowest_kj_mol": 277.9,
  "e_lumo_ha": 0.001,
  "species": ["C", "O", "C", "C", "N", "C", "C", "O", "C", "H", "H", "H", "H", "H", "H", "H", "H", "H", "H", "H", "H", "H", "H", "H", "C", "O", "C", "C", "N", "C", "C", "O", "C", "H", "H", "H", "H", "H", "H", "H", "H", "H", "H", "H", "H", "H", "H", "H", "C", "O", "C", "C", "N", "C", "C", "O", "C", "H", "H", "H", "H", "H", "H", "H", "H", "H", "H", "H", "H", "H", "H", "H", "C", "O", "C", "C", "N", "C", "C", "O", "C", "H", "H", "H", "H", "H", "H", "H", "H", "H", "H", "H", "H", "H", "H", "H", "C", "O", "C", "C", "N", "C", "C", "O", "C", "H", "H", "H", "H", "H", "H", "H", "H", "H", "H", "H", "H", "H", "H", "H", "C", "O", "C", "C", "N", "C", "C", "O", "C", "H", "H", "H", "H", "H", "H", "H", "H", "H", "H", "H", "H", "H", "H", "H", "C", "O", "C", "C", "N", "C", "C", "O", "C", "H", "H", "H", "H", "H", "H", "H", "H", "H", "H", "H", "H", "H", "H", "H", "C", "O", "C", "C", "N", "C", "C", "O", "C", "H", "H", "H", "H", "H", "H", "H", "H", "H", "H", "H", "H", "H", "H", "H", "C", "O", "C", "C", "N", "C", "C", "O", "C", "H", "H", "H", "H", "H", "H", "H", "H", "H", "H", "H", "H", "H", "H", "H", "C", "O", "C", "C", "N", "C", "C", "O", "C", "H", "H", "H", "H", "H", "H", "H", "H", "H", "H", "H", "H", "H", "H", "H", "C", "O", "C", "C", "N", "C", "C", "O", "C", "H", "H", "H", "H", "H", "H", "H", "H", "H", "H", "H", "H", "H", "H", "H", "C", "O", "C", "C", "N", "C", "C", "O", "C", "H", "H", "H", "H", "H", "H", "H", "H", "H", "H", "H", "H", "H", "H", "H", "O", "H", "H", "O", "H", "H"],
  "positions_angstrom": [[-15.345, -5.870, -12.439], [-14.236, -6.160, -13.313], [-13.653, -5.030, -13.894], [-12.844, -4.207, -12.896], [-13.676, -3.172, -12.213], [-12.844, -2.090, -11.648], [-11.862, -2.634, -10.553], [-10.613, -3.049, -11.124], [-9.598, -3.137, -10.141], [-14.990, -5.422, -11.511], [-16.011, -6.708, -12.232], [-16.097, -5.224, -12.893], [-14.405, -4.382, -14.344], [-13.011, -5.380, -14.703], [-11.992, -3.795, -13.438], [-12.518, -4.875, -12.100], [-14.431, -2.832, -12.790], [-13.528, -1.288, -11.370], [-12.281, -1.646, -12.468], [-12.442, -3.321, -9.937], [-11.724, -1.864, -9.794], [-9.097, -2.174, -10.037], [-8.841, -3.861, -10.443], [-9.957, -3.472, -9.168], [-24.712, 3.900, -11.271], [-23.504, 4.621, -11.067], [-22.812, 4.082, -9.903], [-21.503, 4.966, -9.740], [-21.987, 6.217, -9.200], [-20.863, 7.132, -9.006], [-20.654, 8.216, -10.119], [-20.488, 7.676, -11.428], [-20.384, 8.639, -12.508], [-25.312, 4.262, -12.105], [-25.401, 3.880, -10.427], [-24.445, 2.900, -11.613], [-22.331, 3.109, -10.003], [-23.361, 3.966, -8.969], [-21.080, 4.896, -10.742], [-20.923, 4.356, -9.048], [-22.645, 6.472, -9.922], [-19.888, 6.686, -8.809], [-21.032, 7.608, -8.040], [-19.885, 8.936, -9.836], [-21.528, 8.864, -10.179], [-21.279, 9.250, -12.628], [-20.117, 8.148, -13.444], [-19.652, 9.434, -12.367], [-3.654, 4.803, -18.572], [-3.952, 3.659, -17.808], [-5.214, 3.794, -17.032], [-5.531, 2.515, -16.210], [-4.498, 2.245, -15.202], [-4.817, 1.262, -14.135], [-5.893, 1.847, -13.115], [-6.531, 0.662, -12.670], [-7.474, 0.844, -11.546], [-2.611, 4.820, -18.890], [-3.979, 5.740, -18.120], [-4.254, 4.741, -19.480], [-6.071, 4.041, -17.659], [-5.168, 4.622, -16.324], [-5.540, 1.601, -16.804], [-6.488, 2.648, -15.705], [-3.632, 1.893, -15.586], [-4.012, 0.889, -13.501], [-5.221, 0.420, -14.697], [-6.567, 2.560, -13.591], [-5.326, 2.365, -12.341], [-6.940, 1.088, -10.628], [-7.955, -0.089, -11.250], [-8.201, 1.619, -11.789], [-15.461, -2.560, -7.384], [-16.291, -2.958, -8.437], [-16.150, -2.100, -9.577], [-17.165, -2.600, -10.666], [-18.570, -2.315, -10.293], [-19.590, -2.785, -11.226], [-19.677, -4.315, -11.249], [-18.720, -5.077, -11.985], [-18.940, -6.467, -11.938], [-14.407, -2.448, -7.636], [-15.570, -3.334, -6.623], [-15.877, -1.659, -6.932], [-15.121, -2.177, -9.929], [-16.316, -1.043, -9.370], [-17.124, -3.688, -10.697], [-16.835, -2.196, -11.623], [-18.783, -2.763, -9.414], [-19.311, -2.502, -12.240], [-20.543, -2.386, -10.877], [-20.664, -4.646, -11.573], [-19.565, -4.681, -10.229], [-18.679, -7.065, -11.064], [-18.365, -6.935, -12.737], [-19.986, -6.694, -12.148], [-11.003, 0.593, -11.824], [-11.870, 0.518, -10.694], [-11.279, 0.878, -9.495], [-12.388, 0.804, -8.469], [-13.455, 1.887, -8.576], [-14.595, 1.521, -7.673], [-15.627, 2.641, -7.642], [-16.479, 2.515, -8.739], [-17.196, 3.670, -9.087], [-11.490, 0.356, -12.770], [-10.221, -0.160, -11.730], [-10.558, 1.584, -11.917], [-10.671, 1.782, -9.493], [-10.550, 0.121, -9.206], [-11.899, 0.990, -7.513], [-12.774, -0.211, -8.373], [-13.645, 2.025, -9.558], [-14.285, 1.386, -6.637], [-15.188, 0.634, -7.895], [-15.180, 3.633, -7.567], [-16.138, 2.555, -6.683], [-16.569, 4.555, -8.977], [-18.146, 3.760, -8.561], [-17.485, 3.680, -10.138], [-25.045, -1.573, -3.964], [-24.534, -1.000, -5.164], [-25.095, -1.595, -6.305], [-24.754, -0.697, -7.501], [-23.275, -0.581, -7.629], [-22.838, 0.730, -8.092], [-21.329, 0.822, -8.150], [-20.765, 0.405, -6.936], [-19.325, 0.679, -6.874], [-24.814, -1.031, -3.046], [-24.699, -2.589, -3.775], [-26.128, -1.649, -4.054], [-26.170, -1.765, -6.237], [-24.629, -2.571, -6.439], [-25.191, 0.247, -7.175], [-25.127, -0.979, -8.485], [-22.935, -0.674, -6.682], [-23.049, 1.573, -7.434], [-23.325, 0.873, -9.057], [-21.016, 1.825, -8.440], [-20.972, 0.149, -8.929], [-19.138, 1.753, -6.895], [-18.737, 0.179, -7.644], [-18.901, 0.339, -5.929], [-9.507, 9.373, -11.964], [-9.491, 8.374, -10.923], [-8.293, 8.519, -10.141], [-8.235, 7.444, -8.951], [-9.108, 7.737, -7.823], [-9.059, 6.773, -6.749], [-9.928, 5.538, -6.991], [-11.200, 6.115, -7.283], [-12.090, 5.037, -7.544], [-10.362, 9.299, -12.636], [-8.593, 9.317, -12.554], [-9.577, 10.380, -11.551], [-8.155, 9.522, -9.736], [-7.472, 8.401, -10.848], [-7.173, 7.419, -8.708], [-8.502, 6.476, -9.376], [-10.045, 7.600, -8.174], [-9.409, 7.246, -5.832], [-8.055, 6.472, -6.452], [-10.067, 4.873, -6.138], [-9.710, 4.956, -7.886], [-12.162, 4.278, -6.765], [-11.887, 4.562, -8.504], [-13.066, 5.512, -7.441], [-17.991, 1.081, -11.749], [-16.992, 1.080, -12.706], [-15.940, 2.041, -12.614], [-14.838, 1.624, -11.670], [-13.730, 2.476, -11.806], [-13.864, 3.773, -11.273], [-12.613, 4.650, -11.702], [-11.469, 4.015, -11.344], [-10.291, 4.802, -11.456], [-18.519, 0.149, -11.953], [-18.749, 1.853, -11.880], [-17.524, 1.073, -10.764], [-16.365, 2.998, -12.310], [-15.523, 2.267, -13.596], [-14.497, 0.687, -12.110], [-15.189, 1.457, -10.651], [-12.942, 1.960, -11.441], [-14.035, 3.752, -10.197], [-14.800, 4.183, -11.653], [-12.735, 5.629, -11.237], [-12.616, 4.815, -12.779], [-10.269, 5.653, -10.775], [-9.724, 5.012, -12.363], [-9.728, 4.138, -10.801], [-10.309, 7.120, -14.755], [-9.570, 5.978, -15.232], [-10.299, 4.831, -15.658], [-9.622, 3.559, -15.158], [-10.239, 2.321, -15.699], [-9.443, 1.061, -15.411], [-10.052, -0.287, -15.817], [-9.227, -1.445, -15.567], [-9.394, -1.910, -14.261], [-9.746, 8.049, -14.843], [-10.474, 7.046, -13.680], [-11.182, 7.251, -15.393], [-10.440, 4.683, -16.729], [-11.310, 4.973, -15.277], [-9.593, 3.536, -14.069], [-8.591, 3.682, -15.491], [-11.147, 2.276, -15.260], [-9.164, 1.001, -14.359], [-8.541, 1.041, -16.022], [-10.118, -0.245, -16.904], [-11.091, -0.494, -15.561], [-8.447, -1.548, -13.861], [-9.310, -2.993, -14.174], [-10.248, -1.621, -13.649], [-10.546, -1.832, -6.623], [-11.772, -2.492, -6.874], [-12.064, -3.702, -6.206], [-11.097, -4.774, -6.657], [-9.867, -4.855, -5.818], [-8.832, -5.622, -6.508], [-9.128, -7.147, -6.494], [-8.961, -7.685, -5.216], [-9.124, -9.172, -5.252], [-10.393, -1.393, -5.637], [-10.366, -1.051, -7.362], [-9.728, -2.530, -6.804], [-13.040, -3.997, -6.590], [-12.198, -3.552, -5.134], [-10.912, -4.642, -7.723], [-11.599, -5.732, -6.520], [-10.234, -5.285, -4.981], [-7.892, -5.495, -5.970], [-8.679, -5.169, -7.487], [-8.583, -7.687, -7.268], [-10.165, -7.311, -6.789], [-8.627, -9.541, -6.149], [-10.169, -9.467, -5.151], [-8.630, -9.559, -4.361], [-19.615, 6.700, -2.944], [-18.728, 6.786, -4.033], [-19.254, 6.541, -5.359], [-18.131, 6.544, -6.453], [-17.762, 7.934, -6.850], [-16.718, 7.815, -7.876], [-16.148, 9.204, -8.356], [-15.453, 9.776, -7.222], [-14.968, 11.069, -7.527], [-20.118, 5.735, -2.882], [-20.443, 7.407, -3.002], [-19.096, 6.887, -2.004], [-20.013, 7.299, -5.549], [-19.692, 5.543, -5.334], [-18.561, 6.077, -7.338], [-17.283, 5.981, -6.062], [-17.569, 8.500, -6.037], [-17.195, 7.227, -8.660], [-15.879, 7.191, -7.568], [-16.996, 9.833, -8.626], [-15.542, 9.306, -9.255], [-14.272, 10.962, -8.359], [-14.526, 11.515, -6.636], [-15.802, 11.700, -7.833], [-18.183, 2.835, -4.519], [-17.254, 1.767, -4.434], [-17.544, 0.968, -3.246], [-16.475, -0.183, -3.282], [-15.109, 0.321, -3.201], [-14.111, -0.774, -3.335], [-12.767, -0.030, -3.424], [-12.871, 0.942, -4.464], [-11.598, 1.536, -4.752], [-19.194, 2.445, -4.634], [-17.886, 3.530, -5.304], [-18.028, 3.367, -3.580], [-18.514, 0.484, -3.362], [-17.479, 1.665, -2.411], [-16.717, -0.837, -4.120], [-16.614, -0.810, -2.401], [-14.992, 0.983, -3.954], [-14.228, -1.350, -4.253], [-13.973, -1.483, -2.518], [-12.082, -0.768, -3.841], [-12.383, 0.377, -2.489], [-11.606, 2.297, -5.533], [-10.858, 0.821, -5.112], [-11.272, 2.127, -3.896], [-8.640, 0.653, -7.440], [-8.120, 1.131, -6.793], [-8.124, -0.131, -7.630], [-12.798, 2.477, -14.502], [-12.844, 2.522, -13.547], [-13.169, 1.622, -14.720]]
}

[2]
{
  "formula": "C29H34N2O6",
  "method": "the ωB97M-V functional and the def2-TZVPD basis",
  "fmax_ev_per_a": 2.99,
  "orbital_gap_ev": 3.12,
  "de_lowest_kj_mol": 344.8,
  "e_lumo_ha": -0.073,
  "species": ["C", "C", "O", "C", "C", "C", "C", "O", "O", "C", "C", "O", "H", "H", "H", "H", "H", "H", "H", "H", "H", "H", "H", "H", "H", "C", "O", "C", "C", "C", "C", "C", "C", "N", "C", "C", "C", "C", "C", "C", "N", "C", "C", "C", "C", "C", "O", "C", "C", "C", "H", "H", "H", "H", "H", "H", "H", "H", "H", "H", "H", "H", "H", "H", "H", "H", "H", "H", "H", "H", "H"],
  "positions_angstrom": [[-4.784, -2.422, -2.547], [-3.370, -2.811, -2.879], [-2.528, -1.655, -3.008], [-1.218, -2.031, -3.003], [-0.353, -0.862, -3.022], [-0.922, 0.481, -3.082], [1.078, -1.004, -2.853], [1.836, -0.052, -2.630], [1.528, -2.271, -2.934], [2.935, -2.323, -2.649], [3.459, -3.712, -2.866], [-0.889, -3.207, -2.958], [-5.337, -3.355, -2.423], [-4.831, -1.876, -1.600], [-5.262, -1.844, -3.343], [-2.981, -3.442, -2.073], [-3.337, -3.387, -3.814], [-0.095, 1.175, -3.264], [-1.673, 0.580, -3.878], [-1.390, 0.770, -2.129], [3.479, -1.619, -3.293], [3.101, -2.016, -1.607], [4.501, -3.703, -2.539], [2.918, -4.461, -2.282], [3.446, -3.971, -3.927], [6.060, -2.462, 0.928], [5.018, -1.524, 0.557], [3.823, -1.646, 1.195], [2.835, -0.673, 0.888], [1.592, -0.816, 1.449], [1.311, -1.914, 2.303], [2.267, -2.861, 2.636], [3.538, -2.725, 2.077], [-0.011, -1.793, 2.734], [-0.701, -2.671, 3.658], [-0.579, -0.682, 2.183], [0.381, 0.000, 1.397], [0.247, 1.253, 0.791], [-0.998, 1.909, 0.674], [-2.268, 1.331, 0.475], [-3.231, 2.298, 0.567], [-4.650, 2.054, 0.409], [-2.641, 3.534, 0.824], [-1.240, 3.332, 0.885], [-0.400, 4.364, 1.243], [-0.976, 5.630, 1.521], [-0.229, 6.706, 1.877], [1.203, 6.518, 1.960], [-2.386, 5.823, 1.446], [-3.225, 4.769, 1.101], [6.935, -2.115, 0.379], [6.259, -2.450, 2.011], [5.796, -3.485, 0.619], [3.029, 0.146, 0.202], [2.043, -3.681, 3.313], [4.312, -3.462, 2.293], [-0.023, -3.472, 3.957], [-1.035, -2.118, 4.547], [-1.597, -3.098, 3.189], [-1.599, -0.401, 2.418], [1.152, 1.770, 0.474], [-2.525, 0.287, 0.329], [-5.180, 2.996, 0.559], [-4.870, 1.668, -0.596], [-5.007, 1.310, 1.133], [0.674, 4.189, 1.314], [1.575, 7.507, 2.223], [1.468, 5.787, 2.739], [1.625, 6.190, 0.999], [-2.779, 6.810, 1.670], [-4.304, 4.886, 1.052]]
}

[3]
{
  "formula": "C5H11FN2",
  "method": "the ωB97M-V functional and the def2-TZVPD basis",
  "fmax_ev_per_a": 1.52,
  "smiles": "CN1CC(N)(CF)C1",
  "orbital_gap_ev": 9.51,
  "de_lowest_kj_mol": 114.8,
  "e_lumo_ha": 0.036,
  "species": ["C", "N", "C", "C", "N", "C", "F", "C", "H", "H", "H", "H", "H", "H", "H", "H", "H", "H", "H"],
  "positions_angstrom": [[2.376, 0.521, 0.744], [0.940, 0.592, 0.701], [0.338, 0.814, -0.637], [-0.729, -0.241, -0.342], [-0.837, -1.290, -1.381], [-2.092, 0.297, 0.101], [-1.911, 1.247, 1.084], [0.211, -0.655, 0.868], [2.717, 0.161, 1.724], [2.774, -0.280, 0.031], [2.828, 1.499, 0.490], [-0.026, 1.827, -0.794], [0.971, 0.515, -1.470], [-1.454, -2.045, -1.033], [-1.292, -0.923, -2.216], [-2.588, 0.761, -0.807], [-2.742, -0.487, 0.489], [-0.245, -0.728, 1.826], [0.760, -1.587, 0.621]]
}

[4]
{
  "formula": "C6H20N5O4Tl",
  "method": "the ωB97M-V functional and the def2-TZVPD basis",
  "fmax_ev_per_a": 2.63,
  "orbital_gap_ev": 4.61,
  "charge": 2,
  "de_lowest_kj_mol": 0.0,
  "e_lumo_ha": -0.419,
  "species": ["Tl", "O", "H", "C", "C", "C", "O", "C", "N", "H", "H", "H", "H", "H", "H", "H", "H", "H", "H", "H", "C", "O", "N", "N", "H", "H", "H", "H", "C", "O", "N", "N", "H", "H", "H", "H"],
  "positions_angstrom": [[14.505, 9.182, 18.820], [14.911, 9.340, 16.225], [15.151, 10.102, 15.663], [10.507, 10.760, 17.884], [12.036, 10.677, 17.972], [12.675, 12.065, 17.882], [14.018, 11.776, 17.710], [14.853, 12.914, 17.473], [12.524, 9.915, 19.149], [10.183, 10.409, 16.903], [10.107, 11.745, 18.106], [10.075, 9.981, 18.519], [12.503, 10.129, 17.146], [12.540, 12.656, 18.799], [12.222, 12.607, 17.046], [14.801, 13.521, 18.375], [14.660, 13.431, 16.530], [15.869, 12.558, 17.285], [12.111, 10.219, 20.034], [12.116, 8.979, 19.069], [14.970, 12.475, 21.229], [15.021, 11.362, 20.679], [15.828, 13.494, 20.918], [14.110, 12.769, 22.248], [15.850, 14.329, 21.472], [16.499, 13.347, 20.188], [14.186, 13.676, 22.671], [13.311, 12.204, 22.461], [12.866, 5.849, 19.619], [12.852, 7.108, 19.478], [12.215, 5.021, 18.778], [13.460, 5.269, 20.694], [12.187, 4.039, 18.992], [11.953, 5.304, 17.850], [13.494, 4.268, 20.762], [13.652, 5.877, 21.469]]
}